[1]
Computed, not measured: a molecular structure, C31H37BN11NiO2, with ωB97M-V with the def2-TZVPD basis set.

Computed properties:
- LUMO (spin up / spin down) (eV) = 4.4 / 4.4
- largest force on an atom (eV/A) = 0.6
- energy relative to the best compared isomer or geometry (same formula, charge and spin) (eV) = 0.000
- multiplicity = 4
- HOMO-LUMO gap (spin up / spin down) (eV) = 1.6 / 6.1
- total charge = -2
- highest occupied orbital energy (spin up / spin down) (Eh) = 0.1040 / -0.0625

Atoms and positions in Å:
C -2.27 -0.78 -0.93
H -0.71 -5.08 -3.12
N 1.28 -6.61 -4.01
C 2.83 -1.55 0.34
H -1.89 -2.26 2.16
Ni 0.05 0.14 0.12
H 3.04 0.38 4.54
H 0.27 -6.59 -4.06
H 2.95 -2.90 -3.94
H -1.05 -1.13 -4.84
N 1.96 -0.57 0.56
C 4.67 3.06 3.68
N 2.63 0.40 1.23
C 3.92 0.04 1.41
H -1.84 0.40 -4.45
H -0.08 0.35 -4.69
H -1.30 -0.29 5.29
H 2.38 -3.61 0.55
H -0.25 5.49 1.08
C -0.32 3.81 -3.47
H 1.12 5.41 -3.32
C 1.25 -4.21 -3.62
C 0.25 1.68 -2.42
C 2.39 -2.85 -0.24
H -2.31 2.35 -0.35
H -1.74 -2.98 -2.52
N -0.02 -1.85 -2.79
H -1.62 2.12 -3.40
C 1.16 3.90 1.63
O 3.10 -5.37 -4.51
H 3.06 -3.20 -1.03
C 4.58 1.98 4.58
C -2.23 -1.32 2.59
H 2.71 4.02 -1.98
H 6.67 3.77 3.31
N 2.92 1.97 3.13
C 1.29 -1.84 -3.20
H 2.15 1.68 -1.44
C -0.76 -0.09 4.38
H -2.91 -1.54 3.42
C -1.08 -0.50 3.07
B 1.86 1.42 2.15
C 0.04 4.45 1.07
C -0.64 2.50 -3.14
N 0.03 2.25 0.67
H -2.72 0.16 -0.60
H -2.93 -1.60 -0.67
H -1.04 4.41 -4.02
N -0.19 -0.03 2.22
H 1.97 4.34 2.19
H -1.32 -0.93 -0.38
C 1.91 -2.95 -3.63
N 0.05 0.37 -2.03
C -0.71 -3.03 -2.82
C -0.94 -0.19 -4.30
N 3.69 3.04 2.80
H 0.92 1.24 4.97
C -0.11 -4.19 -3.18
C -0.74 -0.49 -2.80
C 1.47 2.29 -2.03
C 3.46 1.30 4.17
C 0.88 4.38 -3.08
C 1.77 3.60 -2.33
C 5.69 4.15 3.63
H 1.77 -0.87 -3.13
H 1.70 -7.29 -4.62
H 5.01 -1.77 0.79
H -1.88 3.84 -1.20
O -2.07 -0.76 -2.33
C 4.10 -1.19 0.83
C -0.64 3.36 0.48
C 0.37 0.68 4.23
C -1.96 3.37 -0.21
H 5.38 4.92 2.91
H -2.79 -0.78 1.82
H -2.69 3.92 0.37
H 5.23 1.74 5.40
N 1.15 2.57 1.38
H 5.83 4.62 4.60
H 1.38 -2.77 -0.64
N 0.72 0.67 2.94
H 4.62 0.68 1.92
C 1.95 -5.39 -4.09

So, what does the Mulliken scheme give us? The charges, in e, come out as:
1 C -1.55
2 H 0.08
3 N -0.47
4 C 1.46
5 H 0.05
6 Ni 0.05
7 H 0.65
8 H 0.22
9 H 0.38
10 H 0.44
11 N -0.90
12 C 1.42
13 N 1.10
14 C 0.44
15 H 0.51
16 H 0.30
17 H 0.03
18 H 0.37
19 H 0.29
20 C -0.74
21 H 0.38
22 C 1.36
23 C -0.04
24 C -1.34
25 H -0.36
26 H 0.32
27 N 1.32
28 H 0.43
29 C 0.09
30 O -0.66
31 H 0.36
32 C -1.22
33 C -1.59
34 H 0.36
35 H 0.30
36 N 0.71
37 C -0.30
38 H 0.16
39 C -2.81
40 H 0.89
41 C 2.06
42 B -1.41
43 C -1.85
44 C -0.29
45 N -0.43
46 H 0.57
47 H 0.09
48 H 0.30
49 N -0.22
50 H 0.78
51 H 0.35
52 C -1.26
53 N 0.68
54 C -0.68
55 C -2.03
56 N -0.86
57 H 0.90
58 C -1.01
59 C 0.55
60 C -0.35
61 C -0.35
62 C -0.69
63 C -0.44
64 C -1.67
65 H 0.43
66 H 0.25
67 H 0.19
68 H 0.22
69 O -0.45
70 C -2.11
71 C 1.37
72 C 1.27
73 C -1.03
74 H 0.32
75 H -0.11
76 H 0.46
77 H 0.28
78 N 0.43
79 H 0.35
80 H -0.02
81 N 0.18
82 H 0.58
83 C 0.15

[2]
Computed, not measured: a molecular structure, C31H37BrCl2KN7O6Se, with ωB97M-V with the def2-TZVPD basis set.

Computed properties:
- LUMO (eV) = 2.4
- largest force on an atom (eV/A) = 1.1
- energy relative to the best compared isomer or geometry (same formula, charge and spin) (eV) = 0.563
- multiplicity = 1
- HOMO-LUMO gap (eV) = 3.3
- total charge = -2
- highest occupied orbital energy (Eh) = -0.0312

Atoms and positions in Å:
H -6.36 5.52 1.92
H 7.55 -0.24 0.14
C 6.49 0.01 0.17
H 3.44 -2.67 -0.36
H 6.98 -2.56 0.37
H 5.37 -3.01 0.98
N 5.78 -0.96 1.00
H 7.19 -1.57 -1.80
H 3.78 -1.33 1.58
C -5.88 3.53 1.16
H -4.98 4.75 2.72
H -7.21 1.90 1.74
C 6.13 -1.31 -1.77
H -1.95 0.10 3.64
C -2.29 1.05 0.42
C 3.99 -1.94 -0.96
C 1.00 -3.80 -0.18
C 2.39 -0.19 -4.84
C -6.60 3.77 -0.17
C -3.16 -0.72 2.04
Se 4.04 -1.46 -6.19
C 0.02 1.07 -5.45
H -7.75 3.51 2.24
C -2.51 2.34 -0.14
N 3.80 -0.61 -0.38
Cl 3.27 2.92 3.36
H 0.29 0.54 -7.49
H -0.92 1.58 -5.57
H -5.95 4.27 -0.89
O 0.84 -3.11 -1.23
N 1.70 0.42 -3.79
C 1.92 -0.16 -6.20
H 4.23 0.38 1.42
H 5.74 -1.30 -2.79
N 6.00 0.05 -1.22
H 0.03 1.46 -3.28
C 1.78 1.96 3.04
H -6.90 2.82 -0.61
H -3.70 4.08 -0.40
H -0.99 -0.55 2.29
C 4.56 0.36 -1.17
H -6.44 2.70 3.11
H -5.20 1.06 2.21
C -4.64 2.67 0.94
C 0.59 1.00 -4.09
H 6.37 1.00 0.61
O 2.55 -4.45 2.96
O -1.26 0.35 0.16
O 1.64 -2.12 1.47
N 3.52 -0.82 -4.62
H -7.50 4.39 -0.03
C 4.35 -0.62 0.99
C -5.48 4.89 1.76
N 5.42 -2.32 -1.00
C 0.67 0.51 -6.48
H 4.17 0.36 -2.19
H -4.04 -1.93 0.47
H -4.79 5.42 1.11
H -4.15 -1.99 3.47
C 5.92 -2.28 0.38
H 1.83 1.07 3.65
H -2.93 -2.82 1.52
C -3.10 -1.87 1.02
O 0.21 -5.98 -0.88
C -1.89 -0.70 2.89
C -6.87 2.87 2.12
O 1.27 -6.82 1.73
C 1.49 -3.32 1.11
H -5.28 -1.10 2.45
Cl 1.62 1.48 1.37
C -4.33 -1.03 2.98
C -3.63 3.12 0.09
K 0.65 -0.87 -0.35
C 1.30 -5.69 1.28
C 1.88 -4.48 1.93
H 0.94 2.59 3.31
C -4.44 1.43 1.54
H -2.30 -1.71 0.30
N 2.67 -0.77 -7.09
H -1.77 -1.65 3.42
Br -1.18 3.06 -1.30
C 0.75 -5.25 -0.05
H -4.43 -0.27 3.77
C -3.33 0.63 1.32
H 4.42 1.35 -0.74
H 3.59 -1.96 -1.97

So, what does the Mulliken scheme give us? The charges, in e, come out as:
1 H 0.44
2 H 0.36
3 C -0.74
4 H 0.03
5 H 0.34
6 H 0.42
7 N 0.05
8 H 0.36
9 H 0.02
10 C 2.14
11 H 0.37
12 H 0.39
13 C -0.63
14 H 0.29
15 C -0.32
16 C -0.49
17 C 0.83
18 C 0.31
19 C -1.69
20 C 2.41
21 Se 0.23
22 C -0.57
23 H 0.44
24 C -0.45
25 N 0.96
26 Cl -0.23
27 H 0.42
28 H 0.40
29 H 0.31
30 O -0.94
31 N -0.10
32 C 0.67
33 H 0.23
34 H 0.25
35 N -0.04
36 H 0.06
37 C -0.49
38 H 0.37
39 H 0.37
40 H 0.19
41 C -0.42
42 H 0.38
43 H 0.49
44 C -0.41
45 C 0.26
46 H 0.35
47 O -0.80
48 O -0.13
49 O -0.83
50 N -0.22
51 H 0.44
52 C -0.64
53 C -1.69
54 N 0.11
55 C -0.58
56 H -0.05
57 H 0.33
58 H 0.31
59 H 0.47
60 C -0.68
61 H 0.26
62 H 0.45
63 C -1.62
64 O -0.75
65 C -1.56
66 C -2.18
67 O -0.74
68 C 0.62
69 H 0.41
70 Cl 0.04
71 C -2.50
72 C -0.06
73 K 0.96
74 C 0.53
75 C 0.09
76 H 0.40
77 C 0.35
78 H 0.19
79 N -0.87
80 H 0.50
81 Br -0.31
82 C 0.01
83 H 0.40
84 C -0.59
85 H 0.29
86 H 0.00

[3]
Computed, not measured: a molecular structure, C31H37GaN3O5S2, with ωB97M-V with the def2-TZVPD basis set.

Computed properties:
- LUMO (eV) = 1.3
- largest force on an atom (eV/A) = 4.0
- energy relative to the best compared isomer or geometry (same formula, charge and spin) (eV) = 0.000
- multiplicity = 1
- HOMO-LUMO gap (eV) = 7.2
- total charge = -1
- highest occupied orbital energy (Eh) = -0.2159

Atoms and positions in Å:
C -5.30 -11.60 10.23
H -12.60 -11.13 13.20
C -14.78 -6.18 10.62
H -12.02 -6.98 8.84
H -5.56 -7.36 5.93
C -12.90 -12.23 9.02
N -8.66 -10.16 7.77
C -6.35 -11.67 9.08
H -5.25 -10.61 10.72
C -12.16 -11.12 9.37
H -13.84 -12.37 9.55
H -13.35 -5.32 12.47
C -13.55 -7.01 10.41
H -9.72 -9.82 15.18
H -6.92 -6.42 4.93
C -11.65 -11.07 13.79
H -9.88 -8.40 4.71
C -12.12 -6.52 13.85
C -4.91 -10.12 7.66
Ga -9.85 -9.47 9.40
H -8.60 -9.66 4.77
C -9.16 -11.32 7.28
H -8.94 -7.88 6.79
H -7.28 -11.55 9.63
H -15.36 -6.12 9.67
H -11.16 -12.01 13.91
C -6.39 -13.06 8.43
H -5.51 -13.05 7.77
C -7.30 -9.87 7.42
C -12.75 -6.35 9.29
H -4.30 -11.81 9.82
H -8.30 -8.19 3.84
C -5.76 -8.26 6.54
C -11.20 -8.60 12.96
C -4.66 -9.03 6.89
H -12.00 -10.70 14.80
N -11.58 -9.21 10.62
C -10.44 -11.73 7.90
H -3.65 -8.92 6.52
C -11.79 -8.33 11.72
C -10.67 -10.06 13.19
H -10.56 -13.66 6.91
H -6.21 -13.87 9.16
H -7.31 -13.28 7.84
C -12.58 -10.13 10.42
C -12.38 -13.09 8.01
O -8.18 -7.39 12.17
C -7.76 -6.44 5.65
H -10.32 -10.42 12.23
H -13.43 -5.98 8.52
H -4.04 -10.65 8.05
H -12.93 -14.02 7.77
H -13.85 -8.04 10.13
O -8.59 -12.02 6.38
H -7.44 -5.89 6.51
C -12.76 -6.24 12.62
H -12.18 -5.46 9.66
C -7.06 -8.72 6.68
H -9.14 -11.18 14.18
C -8.77 -8.57 4.77
O -6.46 -8.14 10.70
C -11.09 -12.91 7.52
H -8.64 -5.85 5.31
C -11.29 -7.60 13.98
C -9.51 -10.15 14.16
S -9.03 -7.41 9.30
H -14.51 -5.16 10.91
C -12.70 -7.21 11.60
C -6.20 -10.52 8.04
H -5.53 -12.33 11.02
H -12.26 -5.84 14.69
S -7.90 -8.21 10.99
O -8.41 -9.61 10.97
N -10.98 -10.90 8.81
O -13.72 -10.26 10.89
C -8.18 -7.92 6.03
H -8.69 -9.48 13.89
H -15.46 -6.55 11.39
H -10.66 -7.65 14.86

So, what does the Mulliken scheme give us? The charges, in e, come out as:
1 C -1.80
2 H 0.32
3 C -1.93
4 H -0.09
5 H 0.04
6 C -0.61
7 N 1.31
8 C 1.47
9 H 0.30
10 C 0.16
11 H 0.51
12 H 0.14
13 C 1.35
14 H 0.38
15 H 0.39
16 C -1.68
17 H 0.28
18 C -1.10
19 C -0.22
20 Ga 0.41
21 H 0.33
22 C -0.14
23 H -0.64
24 H -0.45
25 H 0.44
26 H 0.50
27 C -1.42
28 H 0.28
29 C 0.06
30 C -0.90
31 H 0.43
32 H 0.41
33 C -0.69
34 C 0.06
35 C -1.41
36 H 0.32
37 N 1.27
38 C 0.54
39 H 0.40
40 C -0.14
41 C 1.92
42 H 0.47
43 H 0.41
44 H 0.24
45 C 0.19
46 C -0.48
47 O -0.60
48 C -1.88
49 H -0.64
50 H 0.46
51 H 0.20
52 H 0.36
53 H 0.00
54 O -0.79
55 H 0.43
56 C -0.29
57 H 0.16
58 C 0.53
59 H 0.44
60 C -1.45
61 O -0.65
62 C -0.49
63 H 0.39
64 C -0.83
65 C -1.93
66 S -0.45
67 H 0.37
68 C 0.05
69 C 0.15
70 H 0.43
71 H 0.34
72 S 0.91
73 O -0.37
74 N 0.48
75 O -0.78
76 C 1.73
77 H 0.34
78 H 0.40
79 H 0.38